ORCA calculation (wB97M-V/def2-TZVPD) on C33H88AlF6O11P as an isolated structure.

```
140
Properties=species:S:1:pos:R:3:forces:R:3
Al -2.4165 -1.8399 2.8586 1.593 1.082 -0.910
P -0.2390 0.3077 0.2350 0.382 -0.087 -0.350
F -1.6696 0.3499 0.9904 -0.616 1.167 0.261
F -0.1060 -1.1086 1.0231 0.033 -1.560 -0.037
F -1.0076 -0.4176 -1.0577 0.677 0.302 0.831
F 1.2015 -0.0367 -0.4124 -0.387 0.638 -0.601
F -0.4640 1.7434 -0.5130 0.500 -1.565 1.077
F 0.5602 0.9632 1.5142 -0.930 0.571 -0.833
C 3.1668 -0.0160 -3.0766 -1.770 -0.844 0.225
C 3.0170 1.2324 -3.9341 2.417 -0.977 0.670
C 4.4318 1.5810 -4.4052 0.034 1.418 -1.136
O 2.2147 1.0205 -5.0585 -0.007 0.083 -0.373
H 2.1670 -0.1642 -2.6685 -0.190 -0.319 0.403
H 3.8434 0.0119 -2.2225 0.175 0.413 -0.231
H 3.3430 -0.9193 -3.6606 0.445 0.132 -0.277
H 2.6266 1.9965 -3.2619 -0.098 0.425 -0.220
H 5.2706 1.4132 -3.7297 -0.457 0.023 0.457
H 4.4348 2.6279 -4.7085 0.216 0.300 0.231
H 4.7389 1.1137 -5.3409 -0.492 -0.645 0.022
H 1.3184 0.8284 -4.7733 -0.322 -0.058 0.330
C 0.8323 -3.2117 -4.0168 -0.230 -0.216 0.759
C 0.9187 -3.8192 -2.5768 0.699 0.514 -2.038
C 2.3217 -4.0421 -2.0503 -0.261 0.376 -0.217
O 0.2727 -2.9240 -1.6931 -0.980 -0.517 0.439
H 1.3475 -2.2558 -4.1114 0.305 -0.081 -0.032
H -0.2213 -3.0000 -4.1988 -0.115 -0.020 -0.031
H 1.1366 -3.9294 -4.7787 0.319 0.132 0.044
H 0.4082 -4.7637 -2.7647 -0.502 -0.112 1.165
H 2.2821 -4.0437 -0.9610 -0.025 -0.815 0.053
H 2.9143 -3.1452 -2.2307 0.273 -0.065 -0.509
H 2.7387 -4.9317 -2.5224 0.420 0.121 0.365
H 0.6311 -2.0677 -1.9380 -0.239 0.608 0.280
C -1.5451 -0.3591 -5.7603 -0.318 -1.512 0.720
C -1.4158 0.7880 -4.8036 -0.373 0.389 0.425
C -2.6731 1.1309 -4.0461 -1.365 0.210 -1.822
O -0.4901 0.4253 -3.8328 1.811 -0.536 1.033
H -2.4493 -0.3424 -6.3688 0.636 0.375 -0.758
H -1.6881 -1.2783 -5.1923 -0.621 0.001 0.863
H -0.5900 -0.7134 -6.1479 -0.012 0.967 -1.135
H -1.0372 1.6961 -5.2728 -0.138 0.083 -0.476
H -3.0412 0.3178 -3.4204 0.376 0.020 0.389
H -3.4290 1.2024 -4.8281 -0.476 0.323 0.083
H -2.6344 2.1131 -3.5749 0.150 -0.249 0.369
H -0.8945 0.6072 -2.9813 0.434 -0.104 0.311
C -3.3133 5.7522 -1.4423 0.570 -0.181 -0.143
C -2.3695 5.5833 -0.2655 -0.952 0.737 0.010
C -1.6104 4.2909 -0.1915 0.341 0.397 0.030
O -1.4695 6.6633 -0.2441 1.248 0.139 0.033
H -4.1520 5.0709 -1.2989 -0.269 0.269 -0.378
H -2.8115 5.5896 -2.3962 0.056 -0.434 -0.028
H -3.5810 6.8076 -1.4928 -0.690 -0.109 0.196
H -3.0033 5.6880 0.6151 -0.148 -0.265 0.460
H -0.8451 4.3953 0.5776 -0.050 -0.147 0.148
H -1.0744 4.1011 -1.1215 -0.183 -0.183 -0.068
H -2.2711 3.4672 0.0788 0.083 -0.074 -0.216
H -1.9398 7.4979 -0.3063 -0.117 -0.039 -0.014
C -5.6362 -0.3854 -0.5070 1.099 -0.137 -0.546
C -4.5871 0.5696 0.1085 -1.237 -1.976 -1.739
C -5.1719 1.9041 0.0541 0.728 2.927 -1.016
O -4.4200 0.1996 1.4432 0.374 -0.132 1.367
H -5.3047 -1.4038 -0.3040 -0.436 -0.156 0.274
H -5.6195 -0.3110 -1.5943 -0.175 0.214 -0.117
H -6.6397 -0.1532 -0.1504 0.085 -0.296 0.143
H -3.6496 0.4656 -0.4378 0.125 0.220 0.138
H -6.1571 2.0301 0.5032 -0.115 -0.343 -0.099
H -5.1677 2.2627 -0.9753 -0.677 -0.270 -0.287
H -4.5294 2.6881 0.4549 0.240 -0.107 0.684
H -4.9653 0.8948 1.8187 0.158 -0.342 1.392
C 4.0723 2.9384 0.7199 -0.088 0.894 0.479
C 3.5213 3.7539 -0.4192 -1.619 -1.278 -1.240
C 2.0221 3.4556 -0.6219 0.655 -1.019 -1.087
O 3.6398 5.1022 -0.1698 0.363 1.768 0.695
H 5.0485 3.3736 0.9340 0.214 -0.488 0.206
H 4.0763 1.8537 0.6133 0.089 0.162 -0.317
H 3.4080 3.2072 1.5412 0.141 -0.281 0.476
H 4.0645 3.5793 -1.3479 0.061 -0.406 -0.182
H 1.5921 3.9038 -1.5177 0.169 0.753 0.082
H 1.4231 3.7117 0.2520 0.073 -0.153 0.083
H 1.9114 2.4080 -0.9017 -0.115 -0.288 0.640
H 2.7461 5.4362 -0.0631 0.144 0.378 0.082
C -3.2723 -2.7230 -1.8447 0.427 -0.047 -0.427
C -2.9851 -3.6360 -0.6010 -0.679 -0.921 -0.580
C -2.5847 -5.1005 -0.8642 -0.343 0.515 -0.190
O -1.9918 -2.9795 0.1539 -1.275 0.726 0.967
H -2.6070 -2.9469 -2.6786 0.222 -0.362 0.119
H -3.0697 -1.6691 -1.6543 -0.080 -0.078 0.493
H -4.2847 -2.7850 -2.2438 -0.151 -0.367 0.404
H -3.8859 -3.7683 -0.0018 -0.067 0.832 0.253
H -1.6390 -5.1712 -1.4017 -0.047 -0.137 -0.075
H -3.3948 -5.5950 -1.4001 0.166 0.070 -0.369
H -2.5430 -5.6300 0.0877 0.336 0.114 0.107
H -1.1763 -3.0728 -0.3439 1.476 0.252 -0.448
C 4.7017 -1.3793 0.4971 0.336 -1.815 -0.853
C 4.3272 -1.2176 1.9266 3.244 0.227 0.596
C 5.2720 -0.2137 2.6047 0.315 -0.421 0.872
O 3.0895 -0.7435 2.0204 -4.382 1.668 0.050
H 3.9816 -2.0000 -0.0361 -0.674 0.114 -0.019
H 5.5488 -2.0625 0.4342 0.672 0.662 -0.183
H 4.7990 -0.4524 -0.0682 0.360 0.041 0.270
H 4.3237 -2.1438 2.5013 0.664 -0.553 -0.212
H 5.0847 0.8205 2.3156 0.033 -0.171 -0.410
H 6.3229 -0.4762 2.4831 0.028 0.077 -0.306
H 5.1229 -0.2342 3.6842 -0.204 -0.044 0.166
H 2.7388 -0.6808 1.1289 -0.566 0.260 -0.021
C 1.9861 -1.7432 5.0011 -0.437 0.226 -0.117
C 0.9501 -0.5972 4.7505 1.542 -0.524 5.054
C 1.7607 0.6844 4.7377 -0.094 0.447 -0.732
O 0.2109 -0.8043 3.6673 -1.381 0.047 -3.044
H 2.5234 -1.9434 4.0741 -0.129 0.040 -0.071
H 1.4796 -2.6517 5.3269 0.085 -0.069 0.058
H 2.7466 -1.4384 5.7201 -0.264 -0.117 0.203
H 0.1998 -0.5536 5.5399 0.345 -0.088 0.752
H 2.3587 0.6537 3.8269 0.331 0.172 0.007
H 2.4237 0.7203 5.6021 -0.162 0.111 -0.067
H 1.1446 1.5814 4.6748 -0.070 -0.008 0.147
H 0.8991 -0.5925 3.0324 -0.409 -0.277 -2.024
C 1.5836 -3.6528 2.0662 -0.874 0.228 -1.052
C 0.3794 -4.5503 1.7557 1.177 -1.263 0.926
C 0.7761 -6.0543 1.8845 -0.235 0.980 -1.205
O -0.4968 -4.2225 2.8190 -1.697 -0.007 0.266
H 2.3771 -3.6859 1.3198 0.053 0.051 0.122
H 1.9495 -3.8892 3.0654 0.197 -0.216 -0.126
H 1.1236 -2.6661 2.1208 0.654 0.116 -0.129
H -0.1365 -4.4295 0.8032 0.261 0.447 0.056
H 0.0727 -6.7549 1.4343 -0.177 0.183 -0.016
H 0.9308 -6.3784 2.9136 0.433 0.208 0.006
H 1.6731 -6.0362 1.2654 0.349 -0.849 0.361
H -0.0635 -4.7037 3.5277 -0.470 0.248 0.777
C -3.0804 2.9972 3.4477 1.994 -0.644 -0.359
C -1.9897 2.0228 4.0854 -0.872 1.494 0.417
C -1.5730 2.5611 5.4785 -0.739 0.128 -0.952
O -2.5972 0.7270 4.1952 0.172 -0.919 -0.072
H -3.1051 2.7722 2.3815 -0.470 -0.249 0.011
H -2.7254 4.0276 3.4691 -0.073 0.064 0.348
H -4.0622 2.9226 3.9152 0.104 -0.115 0.070
H -1.1082 1.9024 3.4556 -0.221 0.051 -0.199
H -1.3430 3.6152 5.3232 0.613 -0.075 0.138
H -0.7764 2.0071 5.9750 -0.052 0.106 -0.126
H -2.4590 2.6229 6.1105 -0.102 -0.350 0.251
H -3.2744 0.8583 4.8629 -0.311 -0.365 0.157
```
Positions in Å, forces in eV/Å.

As for the max |F|: 5.31 eV/A. The HOMO energy (alpha / beta) is -0.415 / -0.415 Ha. Its total charge is +1. As for the spin multiplicity: 2. The value obtained for the HOMO-LUMO gap (alpha / beta) is 7.58 / 2.23 eV.

---

ORCA calculation (wB97M-V/def2-TZVPD) on C16H34BrCuFNO10P3S2 as an isolated structure.

```
69
Properties=species:S:1:pos:R:3:forces:R:3
C 1.8855 -2.1888 4.5904 0.284 0.559 -0.484
C 2.5704 -1.7475 3.2914 -0.481 -0.242 0.494
O 1.6248 -1.3794 2.3112 -0.557 -0.583 -0.271
C 2.1652 -1.3614 1.0065 0.402 0.571 0.234
C 1.1556 -0.5796 0.1485 0.515 -0.015 0.333
P 0.7426 0.9693 1.1290 -0.526 -0.157 -0.734
O 0.3619 2.1124 0.3181 0.313 0.280 -0.010
O -0.2934 0.5785 2.2551 0.531 0.005 0.106
O 2.1267 1.4163 1.9718 -1.083 0.423 -1.574
C -0.1237 -1.3963 -0.2343 -0.231 0.394 -0.251
C -1.3789 -0.5023 -0.5399 -0.422 -0.129 0.753
C -2.5181 -0.5099 0.5144 0.227 0.573 -1.300
P -3.5869 0.9445 0.3172 -0.633 -0.094 1.214
O -4.7454 0.8415 1.2066 -0.176 -0.172 -0.160
O -3.9073 1.1196 -1.2180 -0.164 -0.038 0.262
C -5.2271 0.5569 -1.6219 0.598 0.034 -0.730
C -5.2413 0.5301 -3.1434 -0.069 -0.005 0.748
O -2.5883 2.0991 0.7445 0.204 -0.073 -0.228
C -3.2201 3.3959 0.9396 0.070 0.901 -0.334
C -2.2059 4.4720 0.6236 -0.128 -0.363 -0.143
P -0.6563 -2.6433 1.0296 -0.238 -0.026 0.330
S 0.5634 -4.2665 1.1109 0.284 -0.250 0.037
C 0.1252 -2.2105 -1.5260 -0.643 -0.862 -0.399
N -0.8397 -3.2768 -1.6337 0.184 0.115 0.149
O 1.4482 -2.7734 -1.5309 0.363 0.745 0.321
S 2.4847 -1.6389 -2.0644 0.305 -0.266 -1.421
O 2.2534 -1.4873 -3.4560 -0.415 0.287 0.093
O 3.7970 -1.9462 -1.6223 -0.220 -0.318 0.901
C 1.8837 -0.1273 -1.1683 0.323 0.402 0.501
F 1.0185 0.5496 -1.9810 -0.197 -0.484 0.013
C 3.1061 0.7670 -0.9704 0.382 0.134 -0.908
C 3.7122 1.2358 -2.3300 0.051 0.438 0.449
C 5.2084 1.0106 -2.3829 -0.019 0.190 -0.001
Br 3.4155 3.1762 -2.4668 -0.141 -0.093 -0.125
H 2.3391 -3.1016 4.9536 -0.012 -0.115 0.140
H 1.9729 -1.4230 5.3533 -0.129 -0.023 0.219
H 0.8356 -2.3569 4.3812 -0.174 -0.104 0.091
H 3.1581 -0.8129 3.3989 0.886 -0.325 0.431
H 3.2213 -2.5501 2.9512 0.259 0.191 -0.340
H 3.1017 -0.8049 1.0324 0.168 0.052 -0.088
H 2.4292 -2.3557 0.6483 -0.264 -0.119 -0.058
H -0.8554 1.3640 2.3891 -0.483 -0.026 -0.018
H 2.1999 2.3671 1.7836 0.065 0.246 -0.392
H -1.0598 0.5213 -0.7202 0.227 0.025 -0.037
H -1.8274 -0.8432 -1.4662 0.028 -0.064 -0.173
H -3.1816 -1.3478 0.3225 -0.109 -0.198 0.356
H -2.1910 -0.4347 1.5441 -0.080 -0.305 0.131
H -6.0107 1.1852 -1.2241 -0.055 0.038 0.293
H -5.2866 -0.4385 -1.1959 -0.167 -0.131 0.094
H -4.2232 0.3956 -3.4902 0.078 -0.031 -0.268
H -5.8527 -0.3007 -3.4792 -0.119 -0.017 -0.169
H -5.6519 1.4611 -3.5130 0.076 0.087 -0.298
H -4.0571 3.4863 0.2520 -0.182 -0.076 0.003
H -3.6073 3.4999 1.9469 0.037 -0.419 0.214
H -2.0653 4.5162 -0.4522 0.253 0.062 -0.078
H -2.5574 5.4401 0.9628 -0.072 0.111 0.090
H -1.2601 4.2373 1.1037 0.154 0.113 0.031
H -1.9377 -3.1234 0.7918 -0.033 0.127 -0.133
H -0.7032 -2.0470 2.2898 -0.008 0.040 -0.091
H -0.0158 -1.5688 -2.3924 0.263 0.338 0.037
H -0.3892 -4.1767 -1.5211 -0.006 -0.115 -0.029
H -1.2949 -3.2727 -2.5357 -0.083 -0.058 -0.068
H 2.8210 1.6766 -0.4603 -0.261 -0.036 0.277
H 3.9138 0.2758 -0.4416 -0.085 -0.213 0.226
H 3.1840 0.8279 -3.1806 -0.004 -0.128 -0.128
H 5.4711 -0.0326 -2.2322 -0.054 -0.187 -0.086
H 5.6788 1.6057 -1.6030 0.113 -0.010 0.123
H 5.6091 1.3600 -3.3274 0.060 -0.071 -0.150
Cu 2.9760 1.0314 3.5118 1.018 -0.542 1.985
```
Positions in Å, forces in eV/Å.

As for the max |F|: 2.30 eV/A. The HOMO energy (alpha / beta) is -0.537 / -0.537 Ha. Its total charge is +2. As for the spin multiplicity: 2. The value obtained for the HOMO-LUMO gap (alpha / beta) is 6.96 / 4.64 eV.

---

ORCA calculation (wB97M-V/def2-TZVPD) on an isolated ion of composition C5H7N4O4 and charge +1.

```
20
Properties=species:S:1:pos:R:3:forces:R:3
C -0.0413 -0.8593 0.0291 2.203 2.293 0.624
C 1.3053 1.3551 0.4649 -2.841 -3.664 -1.549
C 2.4302 -0.8260 -0.0964 -1.716 -1.586 0.918
C -2.2860 -0.1357 -0.0629 3.561 2.258 3.616
C 0.0383 0.7047 -0.1529 1.093 -2.489 -0.139
N 1.1008 -1.5031 0.0060 -0.009 -0.942 -0.577
N 2.3326 0.4438 0.4045 4.833 2.348 1.330
N -1.1905 1.0973 0.2791 -2.845 -2.386 -0.122
N -1.2470 -1.2670 0.1493 -2.572 -1.045 -0.961
O 1.2663 2.4550 0.8313 1.058 2.865 1.264
O 3.3741 -1.4962 -0.3562 -0.197 0.894 -0.030
O -3.3262 -0.1349 0.8042 -0.241 -1.043 -4.012
O 0.3585 0.5881 -1.5439 -0.843 1.670 -2.014
H -2.5133 -0.0743 -1.0698 -1.076 -0.168 -1.816
H 1.0911 -2.5275 -0.0828 0.452 0.607 0.003
H 3.2929 0.8715 0.7237 -2.226 -1.170 -1.020
H -1.4651 2.0564 0.2345 -0.400 0.453 -0.240
H -1.5225 -2.2524 -0.0805 0.225 1.251 0.572
H -3.0338 0.1489 1.6214 1.008 0.894 3.068
H 0.0357 1.3553 -2.1024 0.530 -1.040 1.086
```
Positions in Å, forces in eV/Å.

The energy relative to the best compared isomer or geometry (same formula, charge and spin) comes out at 0.0 kcal/mol. As for the structure (SMILES): O=C1NC(=O)[C@]2(O)N[C@H](O)[NH+]=C2N1. As for the max |F|: 5.55 eV/A. The HOMO energy is -0.529 Ha. Its total charge is +1. As for the spin multiplicity: 1. The value obtained for the HOMO-LUMO gap is 10.38 eV.

---

ORCA calculation (wB97M-V/def2-TZVPD) on C9H11ClF9NO11PS3 as an isolated structure.

```
46
Properties=species:S:1:pos:R:3:forces:R:3
O 2.5097 1.3399 3.6271 1.802 -0.718 -2.704
S 3.6742 0.6907 2.9139 -2.029 -1.620 4.541
O 4.6699 0.2945 3.9868 -1.323 0.649 -3.778
N 3.2391 -0.6166 1.9031 -2.481 1.917 0.854
S 1.5540 -0.8646 1.9045 2.249 -8.073 4.071
O 0.9799 -1.1482 3.2793 0.893 2.488 -3.309
O 1.3190 -2.1276 1.1006 0.633 4.259 0.499
S 0.4618 0.6573 0.8873 -1.607 1.181 -8.108
O 1.3049 1.4938 -0.0574 -1.332 -1.595 3.741
O -0.5668 -0.0663 0.0237 2.141 1.488 3.575
C -0.5407 1.7776 2.0130 -2.094 1.920 0.710
F -1.2721 1.0159 2.9132 1.835 1.723 -1.399
F 0.1797 2.8060 2.5877 -1.509 -2.578 -0.847
F -1.4939 2.3987 1.1718 1.993 -1.285 1.540
P 4.7481 2.1125 1.6508 1.800 0.531 -1.705
O 5.0293 1.2559 0.1942 -0.294 0.894 1.572
Cl 3.4533 3.6831 1.1190 0.166 -1.150 0.172
H 5.9647 1.3832 -0.0816 -0.858 0.031 0.459
C -3.0358 -1.5018 1.6135 -0.261 -0.051 -0.203
C -3.4728 -2.3400 2.7974 0.956 0.258 -0.134
O -4.9091 -2.3839 2.8912 -1.079 -0.597 -0.156
C -5.5252 -3.2745 2.0974 1.928 0.372 0.214
O -4.9608 -4.0107 1.3349 -0.865 0.056 0.168
C -7.0316 -3.2454 2.3373 -1.671 0.128 0.092
F -7.5198 -1.9921 2.4033 0.429 -0.185 -0.063
F -7.3644 -3.8469 3.4974 0.450 0.032 -0.166
F -7.7212 -3.8716 1.3701 0.598 0.073 0.123
H -3.4812 -0.5050 1.6624 0.120 -0.020 0.121
H -1.9506 -1.4024 1.5847 -0.107 -0.065 0.034
H -3.3629 -1.9503 0.6729 0.122 -0.060 0.069
H -3.1129 -1.8843 3.7216 -0.353 -0.031 0.008
H -3.0556 -3.3489 2.7526 -0.268 0.030 -0.099
C 0.9447 -0.2366 -4.2626 0.282 -0.070 -0.311
C 1.0566 1.1469 -3.6542 -0.813 -0.480 0.296
O 2.4053 1.6350 -3.7523 0.785 0.692 -0.648
C 2.7511 2.1764 -4.9300 -1.709 -0.762 0.668
O 2.0179 2.2686 -5.8782 0.804 0.261 0.030
C 4.1852 2.6944 -4.8751 1.653 0.455 0.067
F 5.0276 1.8198 -4.2943 -0.478 -0.007 -0.122
F 4.2759 3.8389 -4.1702 -0.428 -0.254 -0.117
F 4.6875 2.9544 -6.0939 -0.550 -0.177 0.171
H 1.6703 -0.9149 -3.8076 -0.144 0.056 0.129
H -0.0584 -0.6412 -4.1172 0.067 0.067 0.068
H 1.1571 -0.2143 -5.3343 -0.116 0.056 0.037
H 0.8157 1.0986 -2.5906 0.372 0.134 -0.033
H 0.3533 1.8464 -4.1132 0.291 0.025 -0.126
```
Positions in Å, forces in eV/Å.

The energy relative to the best compared isomer or geometry (same formula, charge and spin) comes out at 82.7 kcal/mol. As for the max |F|: 9.32 eV/A. The HOMO energy is -0.250 Ha. Its total charge is -1. As for the spin multiplicity: 1. The value obtained for the HOMO-LUMO gap is 8.60 eV.

---

ORCA calculation (wB97M-V/def2-TZVPD) on one molecule with the formula C10H11BO.

```
23
Properties=species:S:1:pos:R:3:forces:R:3
B -1.8289 0.8852 0.1533 -0.531 -3.320 0.420
C -0.9034 1.9738 0.2654 0.608 -0.488 -0.536
C 0.4857 1.7796 0.2039 -2.714 3.701 0.259
C 1.1103 0.5889 0.2655 0.413 -3.234 -0.434
C 0.3226 -0.6487 0.2934 0.586 2.318 -0.863
C -3.9735 -0.4298 -0.3134 0.469 -0.895 -0.596
C 3.3391 1.4640 -0.5540 -1.807 0.322 1.586
C 0.2845 -3.0278 -0.0624 0.533 0.285 -1.314
C -3.3981 0.7834 -0.1405 1.333 -1.389 -0.148
C 2.5642 0.5018 0.0572 0.859 2.677 -1.296
C 0.9924 -1.9096 0.0558 1.336 0.403 0.938
O -0.9529 -0.6865 0.3342 -2.060 3.206 -0.317
H -1.3716 2.9292 0.1077 0.455 0.660 0.152
H 0.9542 2.7812 0.0890 0.689 -1.231 0.129
H -5.0338 -0.6052 -0.6261 0.985 0.426 0.403
H -3.3374 -1.4046 -0.2908 -1.147 1.949 0.307
H 4.3945 1.5265 -0.4991 1.037 -0.997 -0.057
H 3.0202 2.5029 -0.8220 -0.608 -1.292 -0.051
H 0.6415 -3.9941 -0.2700 1.271 -0.993 0.126
H -0.7330 -3.0183 -0.3606 -1.172 0.629 0.709
H -3.9069 1.7345 -0.3519 -0.115 -0.540 0.352
H 3.0130 -0.3757 0.4403 0.899 -0.423 0.230
H 2.0948 -1.6879 0.0604 -1.318 -1.775 0.001
```
Positions in Å, forces in eV/Å.

The energy relative to the best compared isomer or geometry (same formula, charge and spin) comes out at 50.8 kcal/mol. As for the structure (SMILES): C=CB1C=CC(C=C)=C(C=C)O1. As for the max |F|: 4.60 eV/A. The HOMO energy is -0.283 Ha. As for the spin multiplicity: 1. The value obtained for the HOMO-LUMO gap is 7.21 eV.